[1]
Formula: C62H48ClFGeIrNO3P3S
Source: the Open Molecules 2025 dataset
Level of theory: ωB97M-V with the def2-TZVPD basis set

```
! wB97M-V def2-TZVPD RIJCOSX def2/J DEFGRID3
* xyz 1 5
Ir 0.2416 -0.1923 0.0062
F 1.4016 4.8929 1.4025
Ge 0.9935 3.1902 0.9436
C 2.6520 2.4544 1.9108
C 3.4061 3.4265 2.5640
C 4.5857 3.1189 3.2151
C 5.0509 1.8161 3.2255
C 4.3155 0.8409 2.5885
C 3.1112 1.1425 1.9456
P 2.3852 -0.3037 1.1022
C 3.8250 -0.6711 0.0463
C 4.1161 0.2690 -0.9382
C 5.1332 0.0341 -1.8411
C 5.8573 -1.1455 -1.7730
C 5.5816 -2.0739 -0.7825
C 4.5721 -1.8379 0.1335
C 2.3177 -1.5924 2.3882
C 2.4275 -1.2899 3.7439
C 2.2897 -2.2862 4.6932
C 2.0459 -3.5924 4.3034
C 1.9392 -3.9020 2.9567
C 2.0524 -2.9074 2.0019
C -0.8036 3.2668 1.9086
C -1.1191 4.5085 2.4570
C -2.2449 4.6924 3.2375
C -3.0865 3.6254 3.4995
C -2.8044 2.3980 2.9415
C -1.6803 2.2118 2.1324
P -1.4790 0.4955 1.5430
C -3.1043 0.1223 0.8290
C -3.9541 1.1344 0.3912
C -5.1739 0.8144 -0.1741
C -5.5485 -0.5091 -0.3336
C -4.6848 -1.5212 0.0551
C -3.4645 -1.2077 0.6249
C -1.4224 -0.2532 3.2005
C -2.3965 -1.0809 3.7418
C -2.2971 -1.4763 5.0649
C -1.2338 -1.0533 5.8436
C -0.2569 -0.2309 5.3036
C -0.3474 0.1635 3.9853
C 0.9404 3.6832 -1.0417
C 1.3263 4.9868 -1.3428
C 1.1455 5.5207 -2.6050
C 0.5770 4.7556 -3.6101
C 0.2311 3.4497 -3.3409
C 0.4128 2.9075 -2.0654
P -0.0828 1.1648 -1.9292
C -1.8218 1.3042 -2.4753
C -2.5124 0.2511 -3.0634
C -3.8313 0.4049 -3.4503
C -4.4869 1.6056 -3.2419
C -3.8193 2.6460 -2.6164
C -2.5035 2.4959 -2.2217
C 0.9272 0.4224 -3.2576
C 2.1157 1.0450 -3.6414
C 2.9508 0.4534 -4.5705
C 2.6253 -0.7731 -5.1243
C 1.4719 -1.4216 -4.7132
C 0.6353 -0.8365 -3.7793
H 3.0800 4.4520 2.5671
H 5.1482 3.9006 3.7000
H 5.9788 1.5609 3.7126
H 4.6767 -0.1795 2.5742
H 3.5312 1.1792 -0.9899
H 5.3598 0.7637 -2.6036
H 6.6357 -1.3422 -2.4937
H 6.1501 -2.9894 -0.7257
H 4.3601 -2.5636 0.9050
H 2.6273 -0.2771 4.0619
H 2.3697 -2.0364 5.7404
H 1.9264 -4.3643 5.0460
H 1.7538 -4.9206 2.6496
H 1.9305 -3.1559 0.9587
H -0.4736 5.3538 2.2845
H -2.4534 5.6658 3.6532
H -3.9505 3.7459 4.1335
H -3.4561 1.5581 3.1393
H -3.6756 2.1724 0.5011
H -5.8327 1.6085 -0.4905
H -6.5072 -0.7504 -0.7669
H -4.9589 -2.5562 -0.0822
H -2.7824 -1.9985 0.9045
H -3.2390 -1.4021 3.1469
H -3.0552 -2.1160 5.4880
H -1.1725 -1.3557 6.8769
H 0.5630 0.1102 5.9178
H 0.3979 0.8256 3.5557
H 1.7593 5.6084 -0.5774
H 1.4342 6.5422 -2.7952
H 0.4041 5.1688 -4.5914
H -0.1951 2.8277 -4.1169
H -2.0299 -0.6964 -3.2221
H -4.3475 -0.4171 -3.9214
H -5.5126 1.7250 -3.5564
H -4.3288 3.5791 -2.4324
H -1.9976 3.3151 -1.7298
H 2.3860 2.0022 -3.2227
H 3.8560 0.9593 -4.8698
H 3.2656 -1.2223 -5.8669
H 1.2234 -2.3907 -5.1190
H -0.2357 -1.3753 -3.4443
O 1.8771 -1.8287 -1.1972
H 1.3601 -2.6531 -0.9809
H 2.0153 -1.8379 -2.1485
Cl -4.0207 -5.5850 -5.5754
C -3.1357 -4.8816 -4.2742
C -1.8979 -5.4063 -3.9265
C -1.1784 -4.8162 -2.9078
C -1.6844 -3.7029 -2.2420
C -2.9323 -3.1949 -2.5824
C -3.6642 -3.7931 -3.5915
C -0.7829 -3.0446 -1.2370
O 0.1851 -3.6922 -0.8206
O -1.0304 -1.8350 -0.9574
H -1.5055 -6.2615 -4.4534
H -0.2145 -5.2042 -2.6123
H -3.3289 -2.3418 -2.0519
H -4.6410 -3.4195 -3.8564
S -1.1783 -3.8735 1.9032
C -1.9173 -4.2320 3.3091
N -2.4442 -4.4724 4.3110
*
```

The total energy comes out at -185997.5949 eV. The value obtained for the energy above the lowest of the compared OMol25 structures with the same formula, charge and spin is 0.00 kcal per mole. The calculation puts the HOMO energy (spin up / spin down) at -9.74 / -11.12 eV. As for the gap between HOMO and LUMO (spin up / spin down): 0.2755 / 0.2176 Eh.

=====

[2]
Formula: C45H42AsBrFeN3O4PS2
Source: the Open Molecules 2025 dataset
Level of theory: ωB97M-V with the def2-TZVPD basis set

```
! wB97M-V def2-TZVPD RIJCOSX def2/J DEFGRID3
* xyz 1 6
Fe 0.0717 -0.2408 0.5644
O 3.6688 0.2528 5.6081
S 2.8989 -0.8817 5.1989
O 2.5269 -1.8770 6.1614
N 1.5557 -0.3772 4.3840
C 1.6027 -0.7635 3.1529
O 0.6717 -0.4758 2.3047
C 2.8055 -1.5455 2.7397
C 3.1078 -2.1231 1.5220
C 4.2979 -2.8334 1.4108
C 5.1607 -2.9514 2.4966
C 4.8528 -2.3714 3.7252
C 3.6647 -1.6774 3.8123
H 2.4204 -2.0366 0.6883
H 4.5548 -3.3074 0.4709
H 6.0833 -3.5073 2.3869
H 5.5161 -2.4645 4.5754
O 1.6577 0.6583 -0.4176
S 2.6326 0.2664 -1.5185
C 4.2318 0.5534 -0.8010
C 5.3514 0.1554 -1.5170
C 6.6045 0.3729 -0.9650
C 6.7197 0.9655 0.2870
C 5.5876 1.3415 0.9965
C 4.3267 1.1356 0.4529
C 2.5599 1.5638 -2.7195
C 2.0020 1.2335 -3.9466
C 1.8591 2.2233 -4.9113
C 2.2645 3.5193 -4.6326
C 2.8239 3.8373 -3.3971
C 2.9776 2.8585 -2.4317
H 5.2507 -0.3116 -2.4907
H 7.4908 0.0750 -1.5093
H 7.7005 1.1238 0.7170
H 5.6812 1.7865 1.9791
H 3.4288 1.3977 0.9988
H 1.6885 0.2148 -4.1463
H 1.4340 1.9800 -5.8761
H 2.1509 4.2911 -5.3840
H 3.1500 4.8495 -3.1938
H 3.4308 3.0910 -1.4766
C 0.7531 3.8975 0.4575
As -0.4087 2.4225 0.9320
C -0.3293 2.5557 2.8772
C -2.1467 3.2333 0.6246
H 0.5079 4.7549 1.0819
H 0.6202 4.1538 -0.5923
H 1.7899 3.6097 0.6221
H -0.7845 3.4862 3.2136
H 0.7116 2.5211 3.1971
H -0.8373 1.7085 3.3336
H -2.1698 4.2040 1.1175
H -2.9298 2.6015 1.0419
H -2.3229 3.3606 -0.4421
N -0.0763 -1.8139 -0.2932
P -0.2022 -3.3919 -0.2247
C -1.8706 -3.8966 -0.6962
C -2.4255 -3.3235 -1.8422
C -3.6942 -3.6924 -2.2581
C -4.4203 -4.6289 -1.5299
C -3.8734 -5.2031 -0.3926
C -2.5966 -4.8433 0.0227
C 0.9218 -4.1999 -1.3766
C 0.6113 -5.4365 -1.9382
C 1.5030 -6.0456 -2.8099
C 2.7029 -5.4226 -3.1245
C 3.0142 -4.1875 -2.5708
C 2.1242 -3.5762 -1.7010
C 0.1020 -4.1241 1.3879
C 1.0778 -5.0934 1.5996
C 1.3366 -5.5461 2.8885
C 0.6315 -5.0276 3.9622
C -0.3526 -4.0649 3.7567
C -0.6143 -3.6160 2.4752
H -1.8522 -2.5964 -2.4059
H -4.1186 -3.2561 -3.1543
H -5.4116 -4.9180 -1.8565
H -4.4357 -5.9383 0.1689
H -2.1691 -5.2983 0.9072
H -0.3266 -5.9247 -1.6975
H 1.2593 -7.0052 -3.2470
H 3.3952 -5.8994 -3.8065
H 3.9484 -3.7008 -2.8224
H 2.3493 -2.6044 -1.2815
H 1.6446 -5.4900 0.7659
H 2.1009 -6.2954 3.0523
H 0.8482 -5.3608 4.9693
H -0.8897 -3.6542 4.6015
H -1.3702 -2.8547 2.3159
Br -1.9792 0.7374 -1.9511
C -2.8638 0.0257 -0.4381
C -4.2207 -0.2329 -0.5173
C -4.8490 -0.7348 0.6087
C -4.1126 -0.9404 1.7662
C -2.7664 -0.6401 1.7481
N -2.1462 -0.1713 0.6549
H -4.7573 -0.0467 -1.4361
H -5.9076 -0.9584 0.5827
H -4.5697 -1.3223 2.6678
H -2.1433 -0.7777 2.6253
*
```

The total energy comes out at -256230.0273 eV. The value obtained for the energy above the lowest of the compared OMol25 structures with the same formula, charge and spin is 0.00 kcal per mole. The calculation puts the HOMO energy (spin up / spin down) at -10.93 / -10.94 eV. As for the gap between HOMO and LUMO (spin up / spin down): 0.3170 / 0.2936 Eh.